{"formula": "C7H7O6OsS", "method": "the ωB97M-V functional and the def2-TZVPD basis", "symbols": ["O", "C", "Os", "O", "C", "C", "O", "C", "O", "C", "O", "H", "C", "S", "C", "O", "H", "H", "H", "H", "H", "H"], "coordinates": [[1.37918, 2.60983, -1.28022], [0.26441, 2.72741, -0.94163], [-1.46921, -0.07611, -1.20257], [-1.57630, 1.79730, 1.26017], [-1.42521, 1.20986, 0.26526], [-2.80835, -1.01043, -0.31965], [-3.66010, -1.57499, 0.26628], [-1.09719, -1.67530, -2.32175], [-0.99185, -2.69220, -2.87423], [-2.53031, 0.96227, -2.35708], [-3.23964, 1.60686, -3.01970], [-0.87100, 3.10346, -0.86157], [1.64834, 0.61032, 1.70260], [1.71348, -0.49861, 0.32633], [2.28227, -1.98328, 1.21871], [0.22428, -0.87034, 0.00287], [2.62871, 0.56032, 2.24742], [0.82506, 0.29192, 2.39792], [1.48800, 1.61862, 1.36395], [1.54214, -2.27743, 1.96388], [2.44535, -2.75624, 0.48526], [3.22793, -1.68324, 1.67772]], "total_charge": 3, "homo_lumo_gap_ev": [5.7, 6.2], "e_tot_ev": -32919.3013, "relative_energy_kj_mol": 193.34, "multiplicity": 5}

{"formula": "C22H23AsN4O7S2V", "method": "the ωB97M-V functional and the def2-TZVPD basis", "symbols": ["V", "O", "C", "C", "C", "N", "C", "C", "C", "O", "O", "C", "O", "O", "H", "H", "H", "S", "C", "C", "C", "C", "N", "C", "C", "C", "S", "C", "N", "H", "H", "C", "N", "C", "C", "C", "O", "H", "H", "H", "H", "H", "H", "H", "H", "H", "C", "As", "C", "C", "O", "H", "H", "H", "H", "H", "H", "H", "H", "H"], "coordinates": [[-0.16148, 0.31462, -0.54719], [-1.05365, 0.95986, -6.68843], [-0.81180, 0.81119, -5.35330], [-0.00143, -0.20973, -4.86481], [0.18253, -0.28808, -3.49801], [-0.40388, 0.55688, -2.67131], [-1.11898, 1.57438, -3.13026], [-1.37057, 1.73790, -4.47821], [-1.49872, 2.56867, -2.01250], [-2.16651, 3.55864, -2.29013], [-1.00560, 2.22628, -0.89400], [1.10069, -1.29014, -2.76654], [1.68007, -2.14819, -3.42693], [1.13022, -1.08028, -1.51812], [-0.57544, 0.27028, -7.16032], [0.50113, -0.92661, -5.50431], [-1.95239, 2.58074, -4.82303], [2.43807, -3.03126, 2.29561], [2.93148, -1.39395, 2.21313], [4.27413, -0.98962, 2.39824], [4.66195, 0.33728, 2.36835], [6.04724, 0.65963, 2.58455], [7.16148, 0.89420, 2.75610], [3.70860, 1.35399, 2.14396], [2.38100, 0.97808, 1.94412], [2.01247, -0.35429, 1.96843], [0.34063, -0.84773, 1.71751], [4.08488, 2.73347, 2.12788], [4.38810, 3.84559, 2.12039], [5.01073, -1.76172, 2.57812], [1.62174, 1.73552, 1.78005], [-1.85143, -2.86681, -2.38676], [-3.01721, -2.79844, -1.51778], [-4.14728, -3.63160, -1.86017], [-2.94355, -2.08469, -0.36274], [-4.09098, -2.20394, 0.61681], [-1.98556, -1.37768, -0.09819], [-1.99813, -2.27903, -3.29665], [-1.66039, -3.90556, -2.66275], [-0.98598, -2.48780, -1.85019], [-4.15982, -3.76988, -2.94125], [-5.08791, -3.16422, -1.57582], [-4.09360, -4.62141, -1.39242], [-4.24570, -3.24187, 0.91631], [-5.02233, -1.83235, 0.18492], [-3.83994, -1.60217, 1.48680], [-0.44312, 0.66974, 4.34285], [-2.12422, 0.98931, 3.31616], [-2.92792, 1.53533, 1.59261], [-2.15323, 2.90003, 3.92133], [-0.46565, 0.55639, 1.55497], [-0.80905, 1.04067, 5.30399], [0.46238, 1.21631, 4.06618], [-0.23357, -0.39112, 4.44751], [-3.91724, 1.84291, 1.94640], [-3.03231, 0.67222, 0.93542], [-2.44041, 2.35544, 1.06523], [-3.10497, 3.15090, 4.39667], [-2.03008, 3.54496, 3.04977], [-1.34895, 3.10429, 4.62551]], "total_charge": -2, "homo_lumo_gap_ev": [5.1, 5.3], "e_tot_ev": -151679.7917, "relative_energy_kj_mol": 414.05, "multiplicity": 4}

{"formula": "C35H42ClN3O4Tl", "method": "the ωB97M-V functional and the def2-TZVPD basis", "symbols": ["Tl", "Cl", "N", "N", "C", "C", "C", "C", "C", "C", "H", "H", "H", "H", "H", "H", "C", "C", "C", "C", "H", "H", "H", "H", "H", "H", "O", "H", "H", "O", "H", "H", "C", "C", "C", "H", "H", "C", "C", "H", "C", "C", "C", "C", "H", "C", "H", "H", "H", "H", "H", "H", "H", "H", "C", "C", "C", "C", "C", "C", "N", "C", "C", "C", "C", "C", "C", "C", "O", "O", "C", "C", "H", "H", "H", "H", "H", "H", "H", "H", "H", "H", "H", "H", "H", "H"], "coordinates": [[-1.36035, 0.02268, -0.99635], [-3.34092, 0.28295, 0.51285], [-0.18104, 2.21370, -1.60029], [-0.63940, -2.29155, -1.19725], [-1.10145, 2.96215, -2.16949], [-1.14335, -2.98918, -2.18055], [0.90551, 3.11654, -1.15276], [0.20015, 4.47503, -1.14922], [2.03426, 3.14090, -2.16906], [1.43781, 2.70590, 0.19648], [1.67582, 3.47489, -3.15261], [2.48781, 2.15050, -2.26678], [2.79736, 3.84856, -1.82587], [0.62571, 2.63232, 0.93177], [2.15848, 3.45879, 0.53939], [1.94059, 1.73302, 0.14976], [0.33094, -3.13223, -0.45901], [0.34569, -4.41878, -1.28341], [-0.19052, -3.37100, 0.94248], [1.68794, -2.46171, -0.43123], [2.03848, -2.28901, -1.45798], [2.40108, -3.11977, 0.07960], [1.63905, -1.51003, 0.10770], [-1.16342, -3.87784, 0.89614], [-0.30782, -2.41441, 1.46294], [0.51817, -4.00248, 1.48924], [-0.63335, -4.20093, -2.34771], [0.01456, -5.30318, -0.72817], [1.30445, -4.62073, -1.77147], [-0.97127, 4.27285, -2.00088], [0.77409, 5.29535, -1.59282], [-0.16517, 4.75128, -0.15166], [-2.22965, 2.44613, -3.00324], [-2.18865, -2.50835, -3.11969], [-1.69877, -1.24060, -3.72738], [-3.09869, -2.34570, -2.51287], [-2.40195, -3.30516, -3.84178], [-1.93477, -0.02827, -3.02233], [-1.75761, 1.20648, -3.69175], [-2.78782, -0.06206, -1.92650], [-1.06214, 1.23667, -4.89704], [-0.66665, 0.03169, -5.48397], [-0.73914, 2.54213, -5.56509], [-0.98444, -1.19934, -4.92043], [-0.10621, 0.06317, -6.41946], [-0.58703, -2.47670, -5.60495], [-0.04928, -2.23488, -6.52800], [-1.45115, -3.10267, -5.86656], [0.07670, -3.08914, -4.97831], [-1.60787, 3.20607, -5.65092], [-0.35806, 2.34074, -6.57368], [0.04466, 3.09841, -5.02736], [-2.54817, 3.24445, -3.68520], [-3.06713, 2.25020, -2.30943], [3.46960, 2.08969, 3.66461], [3.00727, 0.66440, 3.53732], [3.77521, -0.23349, 2.79463], [3.39855, -1.57186, 2.66646], [2.20707, -1.99639, 3.23847], [1.36643, -1.07128, 3.87559], [0.12848, -1.55226, 4.31639], [-1.15043, -1.00822, 4.24340], [-2.14437, -1.54719, 5.08270], [-3.41669, -0.98812, 5.12546], [-3.70222, 0.14747, 4.35015], [-2.71410, 0.69132, 3.53405], [-1.47976, 0.05364, 3.38390], [-0.56315, 0.55301, 2.28423], [-0.31547, 1.78348, 2.33921], [-0.15998, -0.26717, 1.39924], [1.81977, 0.23741, 4.14934], [1.06747, 1.14650, 5.06275], [2.74360, 2.79315, 3.22983], [3.62730, 2.38105, 4.71263], [4.42048, 2.22070, 3.13444], [4.69322, 0.12819, 2.33015], [4.02385, -2.27917, 2.12140], [1.87922, -3.03981, 3.16131], [0.14905, -2.49555, 4.70263], [-1.88316, -2.40019, 5.71673], [-4.18294, -1.42062, 5.76714], [-4.69267, 0.60963, 4.36509], [-2.90508, 1.58544, 2.94553], [0.44901, 1.84771, 4.48435], [0.40889, 0.59286, 5.74009], [1.75946, 1.73784, 5.67298]], "total_charge": -1, "homo_lumo_gap_ev": [4.9, 4.9], "e_tot_ev": -66852.5839}